# 1
Below is a cluster of 2 separate species, C4H11NO in total, with properties calculated with ωB97M-V/def2-TZVPD.

Geometry as XYZ:
```
17
Properties=species:S:1:pos:R:3:forces:R:3
C 1.826 -1.477 0.768 4.027 -0.566 0.264
C 1.868 -1.839 -0.542 -1.443 0.032 0.391
N 1.258 -0.388 1.350 -0.081 -0.622 1.991
H 2.686 -1.913 1.430 -1.596 0.666 -1.022
H 2.761 -2.365 -0.943 -1.271 0.000 0.385
H 0.923 -1.659 -1.130 1.520 0.158 0.076
H 0.815 0.292 0.772 -0.543 -0.042 0.186
H 1.279 -0.286 2.400 -0.290 -0.142 -2.212
H -0.193 1.817 1.379 -1.373 -0.307 -1.353
C -1.178 1.540 -0.486 -0.111 0.512 1.216
O -0.943 1.312 0.957 -0.082 0.186 0.175
C -2.102 0.416 -1.059 -0.297 0.675 1.170
H -1.658 2.565 -0.549 0.657 -1.189 -0.425
H -0.184 1.516 -0.904 0.165 0.252 -0.811
H -2.039 0.215 -2.147 0.388 0.237 0.733
H -1.996 -0.500 -0.447 0.325 0.321 -0.557
H -3.123 0.753 -0.850 0.007 -0.171 -0.207
```
Forces are in eV/Å.

Calculated values
HOMO energy   -0.28272 Ha
SMILES   C=CN.CCO
Multiplicity   1
ΔE to the lowest compared entry with this formula, charge and spin   64.5 kcal per mole
LUMO   0.77 eV



# 2
Below is an isolated molecule of C4H8O, with properties calculated with ωB97M-V/def2-TZVPD.

Geometry as XYZ:
```
13
Properties=species:S:1:pos:R:3:forces:R:3
C -1.455 -0.820 -0.056 -0.066 -0.018 -0.019
C -0.674 0.342 -0.642 -0.088 0.005 -0.203
C 1.500 -0.045 0.280 0.161 -0.035 0.055
C 0.363 1.007 0.227 0.050 0.008 -0.076
O -0.766 0.626 -1.817 -0.218 -0.037 0.381
H -1.224 -1.020 0.996 -0.023 0.106 -0.221
H -2.520 -0.599 -0.161 0.065 -0.065 0.037
H -1.243 -1.714 -0.651 -0.078 0.130 0.096
H 1.485 -0.593 1.226 0.081 0.103 -0.121
H 2.479 0.415 0.147 -0.049 -0.018 0.130
H 1.386 -0.788 -0.521 0.099 0.215 0.134
H 0.641 1.939 -0.270 0.200 -0.235 0.063
H 0.028 1.251 1.243 -0.134 -0.159 -0.257
```
Forces are in eV/Å.

Calculated values
HOMO energy   -0.35055 Ha
SMILES   CCC(C)=O
Multiplicity   1
ΔE to the lowest compared entry with this formula, charge and spin   4.3 kcal per mole
LUMO   1.02 eV



# 3
Below is an isolated molecule of C10H18N2O5, with properties calculated with ωB97M-V/def2-TZVPD.

Geometry as XYZ:
```
35
Properties=species:S:1:pos:R:3:forces:R:3
C 2.143 -0.735 0.309 -0.318 -2.418 -0.620
C 0.864 0.060 0.488 0.717 2.264 0.710
C 3.402 -0.159 0.882 -0.355 -0.064 1.543
C 4.162 0.902 0.168 0.198 1.062 0.253
C -1.079 1.033 -0.561 -0.089 -2.221 -0.730
C -0.998 2.457 -0.090 -2.062 0.928 0.818
C -2.105 0.082 0.204 -1.503 1.632 -2.379
C -3.551 0.665 -0.126 1.228 -0.888 -0.093
C -2.074 -1.314 -0.413 0.156 0.627 0.112
C -1.683 -2.327 0.637 -0.376 -2.595 -0.480
H 1.534 -1.502 -1.511 0.569 -0.630 -0.243
H 3.225 -1.842 -1.246 -1.789 0.942 0.435
H 1.864 -1.624 0.921 0.519 0.261 -0.224
H 3.133 0.308 1.845 0.329 -0.490 -0.126
H 4.099 -0.977 1.032 0.144 -0.103 0.418
H 3.184 0.382 -1.214 -0.432 0.439 -1.289
H 0.627 0.124 -1.559 -0.406 0.759 1.103
H -1.445 0.916 -1.621 0.239 1.064 0.929
H -1.901 0.049 1.242 0.083 0.178 0.974
H -4.286 -0.087 0.170 -0.038 0.016 -0.172
H -3.717 1.540 0.480 -0.328 0.350 -0.450
H -3.594 0.807 -1.252 -0.260 0.150 1.390
H -3.047 -1.541 -0.912 0.810 -0.053 0.492
H -1.322 -1.251 -1.197 0.063 -0.580 -0.245
H -1.324 -3.242 0.108 -0.071 0.411 0.382
H -0.882 -2.050 1.326 -0.241 0.371 -0.107
H -2.556 -2.731 1.210 0.635 0.756 -0.195
H -2.365 3.593 0.833 1.029 -0.145 -0.183
N 2.412 -1.169 -1.128 0.350 0.068 0.926
N 0.289 0.497 -0.654 -0.543 -0.929 -0.443
O 0.483 0.434 1.609 0.511 -1.080 -1.612
O 5.062 1.473 0.709 0.401 0.189 -0.013
O 3.713 1.195 -1.042 0.114 -0.371 -0.283
O -0.314 3.326 -0.499 1.253 0.468 -0.914
O -1.955 2.709 0.851 -0.537 -0.369 0.318
```
Forces are in eV/Å.

Calculated values
HOMO energy   -0.37026 Ha
SMILES   CC[C@H](C)[C@H](NC(=O)[C@@H](N)CC(=O)O)C(=O)O
Multiplicity   1
ΔE to the lowest compared entry with this formula, charge and spin   48.7 kcal per mole
LUMO   0.17 eV